No. 1
{
  "formula": "C5H10NS",
  "method": "ωB97M-V with the def2-TZVPD basis set",
  "symbols": ["C", "C", "C", "C", "C", "N", "S", "H", "H", "H", "H", "H", "H", "H", "H", "H", "H"],
  "xyz": [[0.53113, 0.80843, -0.21426], [1.47948, 1.67654, -0.52167], [0.30604, -0.69159, -0.39867], [-1.36113, -0.11626, 0.56490], [0.99850, -1.81775, 0.15679], [-0.69668, 1.25000, 0.55002], [-2.90335, -0.09254, -0.24213], [1.39761, 2.67976, -0.25213], [2.44287, 1.26820, -0.85599], [-0.15218, -0.98214, -1.44977], [-1.49696, -0.62545, 1.61818], [1.45852, -1.54520, 1.17411], [1.73872, -2.00033, -0.51115], [0.38008, -2.71354, 0.26771], [-0.50562, 1.54842, 1.55220], [-1.16222, 1.96004, 0.03987], [-2.45481, -0.60659, -1.47802]],
  "forces_ev_per_a": [[0.6, 0.1, 0.6], [0.6, -2.6, 0.2], [-6.6, 2.1, -1.1], [1.9, -2.5, 0.2], [-0.1, 0.4, 4.4], [2.0, -1.4, 1.9], [-0.1, -0.9, -1.8], [0.0, 1.6, 0.2], [-0.5, 0.5, -0.4], [1.0, 1.0, 1.9], [0.7, 1.6, -1.9], [-0.5, -0.6, -1.4], [2.7, -1.1, -1.8], [0.0, 0.3, -0.2], [0.0, 0.0, -1.6], [-1.2, 0.9, -0.4], [-0.6, 0.7, 1.2]],
  "lowdin_charge": [-0.25, 0.14, -0.15, -0.57, -0.08, 0.05, 0.79, 0.07, 0.11, 0.16, 0.13, 0.13, 0.06, 0.11, 0.21, 0.14, -0.07],
  "total_energy_ev": -17662.293,
  "charge": 1,
  "relative_energy_ev": 4.0296,
  "multiplicity": 1,
  "gap_ev": 10.2
}

No. 2
{
  "formula": "C39H39N4O2",
  "method": "ωB97M-V with the def2-TZVPD basis set",
  "symbols": ["C", "O", "C", "C", "C", "C", "C", "C", "C", "C", "C", "O", "C", "C", "C", "C", "C", "C", "H", "H", "H", "H", "H", "H", "H", "H", "H", "H", "H", "H", "H", "H", "H", "C", "C", "C", "C", "C", "N", "C", "C", "N", "C", "C", "N", "C", "C", "C", "C", "C", "C", "C", "C", "C", "N", "C", "C", "C", "C", "C", "H", "H", "H", "H", "H", "H", "H", "H", "H", "H", "H", "H", "H", "H", "H", "H", "H", "H", "H", "H", "H", "H", "H", "H"],
  "xyz": [[0.36963, -0.87180, 7.51593], [0.70178, 0.44828, 7.01299], [0.91216, 0.58048, 5.67666], [1.49368, 1.79063, 5.22723], [1.80055, 1.96104, 3.89644], [1.73417, 0.87550, 2.97812], [2.42862, 0.88170, 1.71559], [3.30750, -0.18663, 1.38228], [4.03965, -0.20700, 0.15798], [4.90743, -1.24880, -0.12032], [5.10653, -2.29456, 0.82160], [6.04941, -3.20747, 0.46580], [6.55421, -2.80444, -0.87389], [5.80380, -1.53155, -1.29630], [4.38944, -2.34042, 2.02464], [3.58448, -1.27113, 2.31757], [1.03472, -0.28168, 3.43061], [0.57775, -0.40788, 4.72385], [0.40058, -0.75704, 8.60048], [-0.63709, -1.16767, 7.19131], [1.10553, -1.62250, 7.18055], [1.67284, 2.54348, 5.98861], [2.19577, 2.91486, 3.54991], [2.32784, 1.73797, 1.04563], [3.93861, 0.60523, -0.56603], [7.63581, -2.64794, -0.76523], [6.37930, -3.65772, -1.54651], [5.22929, -1.70370, -2.22065], [6.51966, -0.72132, -1.49059], [4.52690, -3.18314, 2.69551], [3.13079, -1.26313, 3.30456], [0.89578, -1.11643, 2.74643], [0.00578, -1.29337, 5.01459], [-4.34559, 8.58188, -2.50810], [-4.86855, 7.83016, -1.45093], [-4.01235, 7.14400, -0.58601], [-2.62852, 7.15637, -0.79749], [-1.75276, 6.41755, 0.20740], [-0.32666, 6.78519, 0.14028], [-0.00197, 8.17041, 0.36904], [1.42415, 8.51892, -0.02225], [1.93875, 7.65117, -1.04865], [3.21918, 8.05206, -1.57260], [3.49035, 7.21314, -2.79657], [3.45284, 5.78355, -2.47866], [3.70308, 5.00308, -3.69619], [4.27549, 3.61072, -3.54331], [4.20228, 2.77922, -4.66735], [4.80262, 1.51343, -4.63646], [5.50021, 1.09281, -3.48299], [5.44756, 1.87582, -2.32328], [4.92219, 3.17463, -2.38369], [2.57835, 5.33387, -1.48954], [2.35697, 3.97992, -1.11084], [1.49939, 3.60053, -0.14416], [0.56095, 4.48229, 0.24097], [0.66530, 5.86325, -0.08110], [1.78174, 6.29640, -0.82936], [-2.10721, 7.84193, -1.89908], [-2.96105, 8.60401, -2.71298], [-5.00304, 9.14825, -3.17116], [-5.94479, 7.78815, -1.28938], [-4.39033, 6.58568, 0.27465], [-2.12905, 6.64979, 1.22021], [-1.85857, 5.33137, 0.06701], [-0.71497, 8.81578, -0.16551], [-0.10882, 8.39189, 1.44477], [1.46679, 9.55180, -0.38555], [2.06056, 8.43356, 0.87033], [3.19321, 9.10919, -1.84145], [4.01444, 7.89298, -0.82726], [2.75733, 7.44966, -3.59466], [4.48843, 7.43691, -3.19742], [2.76765, 4.96311, -4.28815], [4.41540, 5.59997, -4.29500], [3.69484, 3.16611, -5.56489], [4.74057, 0.86518, -5.51031], [6.09164, 0.17714, -3.47758], [5.81726, 1.50290, -1.36909], [4.95859, 3.79488, -1.48909], [2.88726, 3.16070, -1.58888], [-0.26908, 4.11962, 0.86395], [-1.03369, 7.81314, -2.11748], [-2.52031, 9.20752, -3.50471]],
  "forces_ev_per_a": [[0.0, 0.4, -0.2], [0.1, -0.4, -1.0], [-0.1, -0.2, 0.0], [-0.5, -0.5, 0.4], [0.3, 0.1, -0.6], [-0.9, -0.4, 0.7], [0.8, -1.0, 0.4], [-0.2, -0.1, 0.7], [0.5, -0.5, -0.6], [-0.1, 0.1, 0.5], [0.5, -0.4, -0.6], [-1.3, 1.6, -0.3], [0.3, -0.5, 0.2], [0.1, 0.1, -0.4], [0.3, 0.0, -0.1], [-0.5, 0.2, -0.1], [0.7, 0.2, -0.3], [0.0, 0.0, 0.6], [0.0, -0.1, -0.2], [0.2, 0.1, 0.1], [-0.2, 0.4, 0.1], [0.0, 0.1, -0.3], [0.1, -0.2, 0.1], [0.2, 0.2, 0.0], [-0.2, -0.2, 0.2], [-0.4, -0.1, 0.0], [0.0, 0.3, 0.3], [0.2, 0.1, 0.4], [-0.3, -0.2, 0.1], [0.0, 0.3, 0.1], [0.1, 0.1, -0.3], [-0.1, 0.2, 0.0], [0.3, 0.3, -0.1], [0.4, 0.0, 0.1], [0.2, -0.1, 0.0], [0.2, 0.2, -0.2], [-0.1, 0.0, -0.2], [0.7, 0.1, 0.3], [-1.2, -0.1, -0.1], [-0.4, 0.4, 0.4], [0.1, 0.0, 0.4], [-0.4, 0.2, -0.4], [0.2, -0.4, -0.2], [0.1, -0.2, -0.3], [1.0, -0.3, -0.4], [-0.3, 0.3, 0.2], [0.4, 0.2, -0.2], [0.1, -0.3, 0.3], [0.4, 0.3, 0.3], [-0.6, 0.3, -0.1], [0.1, 0.5, -0.6], [0.0, -0.6, -0.1], [-1.0, -0.3, 0.5], [0.2, 0.4, 0.3], [-1.0, 0.4, -1.1], [0.8, 0.8, 0.3], [0.2, -1.2, -0.5], [-0.1, -0.6, 0.1], [-0.4, 0.2, -0.1], [0.0, -0.4, 0.2], [0.2, -0.2, 0.3], [0.2, 0.0, 0.0], [-0.1, 0.2, -0.3], [0.0, -0.1, -0.2], [0.2, 0.4, 0.0], [0.2, -0.3, 0.2], [-0.1, 0.1, -0.1], [0.0, -0.2, 0.1], [0.1, 0.2, 0.0], [0.0, -0.1, 0.0], [0.0, 0.1, 0.0], [0.1, 0.0, 0.3], [-0.2, 0.0, 0.1], [0.2, -0.2, 0.1], [-0.2, -0.3, 0.2], [0.2, -0.4, 0.4], [0.2, 0.2, 0.2], [-0.5, 0.1, -0.1], [0.3, 0.2, -0.3], [0.0, 0.0, -0.3], [-0.2, 0.4, 0.3], [0.5, 0.2, -0.2], [-0.4, 0.0, 0.2], [-0.2, -0.2, 0.0]],
  "lowdin_charge": [-0.04, -0.06, -0.24, 0.02, 0.00, -0.21, 0.14, -0.16, 0.07, -0.11, -0.18, 0.03, -0.08, -0.09, 0.04, 0.03, -0.04, 0.00, 0.10, 0.10, 0.10, 0.13, 0.13, 0.10, 0.12, 0.13, 0.13, 0.13, 0.11, 0.13, 0.11, 0.13, 0.12, -0.09, -0.08, -0.05, -0.21, -0.10, -0.09, -0.14, -0.13, -0.09, -0.15, -0.15, -0.09, -0.12, -0.21, -0.03, -0.06, -0.09, -0.10, -0.06, -0.12, -0.10, 0.01, -0.10, -0.15, -0.09, -0.05, -0.07, 0.10, 0.10, 0.12, 0.13, 0.12, 0.11, 0.13, 0.13, 0.13, 0.13, 0.14, 0.14, 0.13, 0.14, 0.13, 0.12, 0.11, 0.09, 0.09, 0.12, 0.08, 0.11, 0.11, 0.10],
  "total_energy_ev": -51123.267,
  "charge": 1,
  "relative_energy_ev": 0.0000,
  "multiplicity": 1,
  "gap_ev": 4.5
}

No. 3
{
  "formula": "C14H16O",
  "method": "ωB97M-V with the def2-TZVPD basis set",
  "symbols": ["C", "C", "C", "C", "C", "C", "C", "H", "H", "H", "H", "H", "H", "H", "H", "C", "C", "C", "C", "C", "C", "C", "O", "H", "H", "H", "H", "H", "H", "H", "H"],
  "xyz": [[-0.73157, -0.09244, -2.24999], [-0.88199, -2.90424, 0.34676], [-0.37974, -2.02646, -0.62766], [-2.25955, -2.96637, 0.61178], [-1.19692, -1.08865, -1.23434], [-3.08310, -2.04347, -0.03440], [-2.54195, -1.10041, -0.90655], [-0.12931, -3.57213, 0.74548], [0.65289, -2.18198, -0.93032], [-2.44974, -3.67750, 1.40492], [-4.12427, -2.18446, 0.22692], [-0.98952, 0.92365, -1.93541], [-1.23055, -0.33709, -3.18187], [-3.28182, -0.36387, -1.18081], [0.33487, -0.18213, -2.44874], [3.41165, -0.41242, 0.75496], [2.42051, 1.63335, -0.35516], [2.30719, 0.56657, 0.55558], [1.39379, 2.56474, -0.36754], [0.34126, 2.38791, 0.57107], [1.14503, 0.34379, 1.33403], [0.07399, 1.24067, 1.28867], [-0.57581, 3.35436, 0.66734], [3.07593, 1.44020, -1.19208], [1.47121, 3.26982, -1.18492], [3.91454, -0.71267, -0.18008], [2.96961, -1.41538, 0.90407], [0.90142, -0.48267, 1.98326], [-0.32088, 4.16778, 0.20999], [-0.84575, 1.05797, 1.81983], [4.17126, -0.31412, 1.52573]],
  "forces_ev_per_a": [[0.2, -0.3, 0.0], [0.0, 0.5, -1.3], [-0.1, -0.6, 0.4], [2.5, 0.3, 0.2], [-0.2, 0.2, 0.0], [0.4, -1.4, 1.0], [-1.4, -0.4, 1.2], [-0.4, -0.3, 0.4], [0.0, 0.4, 0.0], [-1.2, 0.0, -0.2], [-0.2, 0.8, -0.4], [0.1, 0.0, -0.2], [-0.1, 0.4, -0.3], [0.3, 0.3, -0.8], [0.1, 0.1, 0.1], [-0.3, -2.5, -1.6], [-2.2, -0.1, -0.3], [1.2, -1.2, 1.5], [2.6, -1.7, -0.5], [-1.9, 3.0, -1.2], [-2.7, 1.5, 0.2], [2.2, -1.9, 0.3], [0.3, -0.6, 0.2], [0.6, 0.8, 0.2], [-0.7, 0.6, 0.4], [0.3, 1.1, 0.0], [-0.2, 0.4, 0.7], [1.0, -0.6, -0.1], [0.0, 0.0, -0.1], [-0.1, 0.3, 0.1], [-0.2, 0.7, 0.2]],
  "lowdin_spin": [0.00, 0.00, 0.00, 0.00, 0.00, 0.00, 0.00, 0.00, 0.00, 0.00, 0.00, 0.00, 0.00, 0.00, 0.00, 0.05, 0.04, 0.26, 0.12, 0.19, 0.05, 0.07, 0.18, 0.00, 0.00, 0.01, 0.01, 0.00, 0.00, 0.00, 0.02],
  "total_energy_ev": -16815.991,
  "s_squared": 0.768,
  "charge": 1,
  "relative_energy_ev": 1.6207,
  "multiplicity": 2,
  "gap_ev": [8.1, 4.3]
}

No. 4
{
  "formula": "C3H8ClN3",
  "method": "ωB97M-V with the def2-TZVPD basis set",
  "symbols": ["C", "C", "C", "N", "N", "N", "Cl", "H", "H", "H", "H", "H", "H", "H", "H"],
  "xyz": [[1.13707, -0.11564, 0.00564], [-2.15792, -1.50141, -0.02115], [-0.15221, 1.80195, -0.25832], [-2.20527, -0.14990, 0.00667], [1.18681, 1.17969, -0.00570], [2.10603, -0.91359, 0.12890], [4.10063, -0.57061, 0.10410], [-2.77284, -1.89814, -0.92567], [-2.57857, -2.05038, 0.88192], [-1.09585, -1.92687, -0.03497], [-0.31999, 2.57506, 0.61086], [-0.07887, 2.40517, -1.12062], [-1.04811, 1.10257, -0.18929], [1.92390, 1.84461, 0.30270], [1.95520, -1.78251, 0.51492]],
  "forces_ev_per_a": [[1.5, 0.2, 0.9], [0.0, -3.2, -0.4], [0.1, 1.6, 3.3], [-0.9, 0.4, 0.4], [-2.3, 1.4, -0.5], [0.6, 1.0, -1.2], [-1.0, 0.1, 0.4], [1.0, 0.4, 1.1], [0.0, 0.9, -0.6], [-1.0, 0.7, -0.5], [0.2, -1.3, -1.4], [-0.3, 0.4, -1.3], [1.9, 1.0, -0.5], [-0.2, -1.4, -0.5], [0.4, -2.3, 0.7]],
  "lowdin_spin": [0.00, 0.27, 0.03, 1.51, 0.00, 0.00, 0.00, 0.06, 0.06, 0.05, 0.00, 0.00, 0.01, 0.00, 0.00],
  "total_energy_ev": -20226.945,
  "s_squared": 2.009,
  "charge": 0,
  "relative_energy_ev": 0.0000,
  "multiplicity": 3,
  "gap_ev": [8.5, 8.1]
}

No. 5
{
  "formula": "C6H12N4",
  "method": "ωB97M-V with the def2-TZVPD basis set",
  "symbols": ["C", "C", "C", "C", "C", "C", "N", "N", "N", "N", "H", "H", "H", "H", "H", "H", "H", "H", "H", "H", "H", "H"],
  "xyz": [[1.99775, -1.56177, -1.88656], [-0.31469, -1.76358, -2.39001], [1.25385, 0.45300, 1.58536], [-1.19960, 0.25361, 0.83540], [0.22579, 1.98874, -0.27286], [0.23479, 0.58958, 0.37885], [0.86193, -2.04354, -2.66214], [1.74409, -0.74356, -0.93309], [0.54107, -0.46652, -0.59134], [-1.51315, -2.16420, -2.77160], [2.94487, -1.91158, -2.13272], [2.24992, 0.47320, 1.24392], [1.04768, 1.16788, 2.43343], [0.93891, -0.55800, 1.89719], [-1.82401, 0.99430, 1.25269], [-1.80477, -0.06827, -0.12359], [-1.13364, -0.61155, 1.51298], [-0.54791, 2.63497, 0.09867], [1.20783, 2.61403, -0.11623], [0.20856, 1.88302, -1.37711], [-2.30662, -1.79336, -2.30101], [-1.64799, -2.97539, -3.40720]],
  "forces_ev_per_a": [[-5.7, -0.7, -2.1], [-1.0, 1.1, 1.3], [-3.1, -0.2, 0.3], [-0.3, -2.2, -2.4], [2.9, 0.8, -0.9], [0.8, 1.0, 1.2], [3.4, -1.2, -0.4], [1.6, 2.3, 2.9], [-0.6, -0.2, -0.9], [0.5, -1.2, -1.3], [1.4, -0.4, -0.3], [1.1, 0.1, -0.3], [0.2, -0.6, -1.0], [0.9, 0.3, 0.5], [-0.1, 1.3, 0.8], [1.2, 0.4, 1.8], [-0.4, 0.2, -0.3], [-0.6, 0.0, 0.0], [-1.5, -1.5, 0.0], [-0.5, 0.2, 0.6], [-0.4, 0.1, 0.1], [0.0, 0.7, 0.5]],
  "lowdin_spin": [0.31, 0.55, 0.02, 0.00, 0.02, 0.05, 0.21, 0.06, 0.57, 0.15, 0.02, 0.00, 0.00, 0.00, 0.00, 0.00, 0.00, 0.00, 0.00, 0.00, 0.01, 0.04],
  "total_energy_ev": -12371.853,
  "s_squared": 2.029,
  "charge": 0,
  "relative_energy_ev": 0.0000,
  "multiplicity": 3,
  "gap_ev": [7.1, 7.6]
}

No. 6
{
  "formula": "C10H18N3",
  "method": "ωB97M-V with the def2-TZVPD basis set",
  "symbols": ["C", "C", "C", "C", "C", "C", "C", "H", "H", "H", "H", "H", "H", "H", "H", "C", "C", "C", "N", "N", "N", "H", "H", "H", "H", "H", "H", "H", "H", "H", "H"],
  "xyz": [[-1.96755, 2.09090, -1.55080], [2.25677, 1.95192, -1.24536], [1.65269, 1.94741, -2.42332], [1.44099, 1.89384, -0.01011], [0.29794, 2.02968, -2.57988], [0.03375, 1.77227, -0.21707], [-0.51442, 1.83765, -1.50239], [3.38996, 1.96880, -1.16964], [2.34779, 1.95250, -3.28837], [1.98016, 1.72191, 0.97641], [-0.17024, 2.19384, -3.58560], [-0.72495, 1.92984, 0.52986], [-2.64744, 1.33185, -0.99392], [-2.41469, 2.48864, -2.42041], [-2.22800, 2.99195, -0.89072], [0.52868, -1.83981, 2.60648], [0.24171, -3.36911, 2.54651], [-0.59968, -1.15290, 0.47953], [0.53818, -1.16908, 1.21782], [-1.82178, -1.70876, 0.69236], [-0.24631, -0.88708, -0.87986], [-0.07386, -1.21178, 3.28604], [1.55416, -1.86497, 3.14041], [-0.22544, -3.73762, 1.57283], [-0.49941, -3.77396, 3.21173], [1.43401, -0.87434, 0.92022], [-2.07017, -2.46914, 1.37278], [-2.55973, -1.34823, 0.04284], [0.70259, -0.59428, -1.19132], [-0.87314, -0.20564, -1.25916], [1.23745, -3.89632, 2.61213]],
  "forces_ev_per_a": [[-2.5, 0.7, 3.3], [1.1, -0.6, 5.2], [1.6, 0.5, -3.3], [0.2, -1.1, -1.5], [-1.7, -0.6, -1.8], [2.2, 1.4, 0.5], [0.1, 1.8, 0.4], [-1.6, -0.1, 0.0], [-0.8, 0.2, 0.3], [-1.1, 0.7, -1.3], [0.6, -0.3, 1.0], [0.3, -0.6, 0.9], [1.2, 0.7, -1.4], [-0.2, -0.5, -1.6], [0.8, -0.9, -0.4], [1.4, 0.2, -0.6], [0.2, -0.7, -2.0], [1.8, 2.4, -2.7], [0.3, -2.6, 5.4], [-2.1, -0.8, 0.6], [-0.3, -1.0, -1.3], [-0.4, -0.7, -0.3], [-1.3, 0.9, -1.4], [0.9, 0.9, 0.7], [0.1, 0.1, 1.1], [0.1, 0.3, -0.8], [0.5, 1.0, -1.2], [1.1, -0.9, 1.4], [-0.9, -0.5, 1.1], [-0.2, -0.1, -0.4], [-1.3, 0.2, 0.1]],
  "lowdin_spin": [0.00, 0.00, 0.00, 0.00, 0.00, 0.02, 0.00, 0.00, 0.00, 0.00, 0.00, 0.01, 0.00, 0.00, 0.00, 0.01, 0.01, 0.43, 0.14, 0.16, 0.11, 0.00, 0.00, 0.00, 0.00, 0.01, 0.03, 0.01, 0.01, 0.01, 0.00],
  "total_energy_ev": -15127.748,
  "s_squared": 0.754,
  "charge": 0,
  "relative_energy_ev": 2.0484,
  "multiplicity": 2,
  "gap_ev": [4.8, 9.3]
}